Entry 1:
Computed, not measured: 13 unconnected molecules or ions with the total composition C4H31NO14S, with ωB97M-V/def2-TZVPD.

Cartesian coordinates (Å):
1 S -0.76 -2.12 3.59
2 O 2.58 -1.26 2.59
3 O -0.58 0.60 -1.90
4 O 1.55 2.16 1.09
5 O -1.48 -1.39 -1.54
6 O 3.71 -1.09 -0.38
7 O -1.89 2.97 0.95
8 O 1.32 1.06 -3.72
9 O -1.08 -3.71 -1.43
10 O 1.40 -2.41 -0.77
11 O -0.92 3.41 -2.58
12 O 0.23 -2.32 -3.74
13 O 1.14 1.12 3.42
14 O -3.21 2.08 -1.93
15 O 3.78 1.43 -0.73
16 N -1.14 0.27 0.20
17 C -1.07 -0.29 -1.16
18 C -1.62 -0.65 1.19
19 C -0.44 -1.28 1.95
20 C -2.62 0.02 2.21
21 H -2.59 2.18 0.79
22 H 0.45 0.77 -3.27
23 H 2.39 -0.82 3.43
24 H 0.64 0.72 4.19
25 H 0.92 -1.70 -4.03
26 H 3.59 -0.94 0.59
27 H 2.84 -1.42 -0.68
28 H 1.66 1.34 1.64
29 H -3.13 1.13 -1.79
30 H 3.41 0.54 -0.93
31 H 0.37 1.44 2.96
32 H -1.98 3.30 1.86
33 H 0.00 -2.10 1.36
34 H -0.12 3.01 -2.21
35 H -2.26 2.30 -1.96
36 H -2.23 0.94 2.65
37 H -1.87 -3.45 -0.96
38 H -2.18 -1.48 0.67
39 H 1.75 -1.74 2.54
40 H 1.06 -3.28 -1.02
41 H -0.32 0.84 0.37
42 H 3.50 1.60 0.17
43 H 0.58 -1.90 -0.87
44 H 1.81 1.48 -3.02
45 H -2.78 -0.63 3.06
46 H -0.89 2.70 -3.30
47 H -3.71 0.03 2.01
48 H 0.38 -2.34 -2.77
49 H 0.61 2.42 1.20
50 H 0.33 -0.53 2.12
51 H -1.14 -2.97 -2.12

Calculated values
2S+1: 1
ΔE to the lowest compared entry with this formula, charge and spin in kJ/mol: 421.3
Largest force on an atom in eV/A: 3.58
M in g/mol: 349.4
E in eV: -45643.164
Total charge: -2
Lowest unoccupied orbital energy in eV: 4.691



Entry 2:
Computed, not measured: 17 unconnected molecules or ions with the total composition C4H32BO24, with ωB97M-V/def2-TZVPD.

Cartesian coordinates (Å):
1 O -0.41 5.61 20.75
2 O 4.75 1.62 25.96
3 O 4.78 8.74 21.32
4 O 8.26 3.62 25.05
5 O 3.56 2.95 23.94
6 O 8.28 7.47 22.87
7 O 0.46 8.31 24.98
8 O 1.63 7.76 19.13
9 O 4.68 7.23 24.27
10 O 1.03 7.22 22.38
11 O 2.11 3.61 21.27
12 O 3.61 5.63 25.52
13 O 3.58 10.06 23.43
14 O 5.11 4.49 22.44
15 O 6.71 6.59 24.81
16 O 5.43 4.50 26.03
17 O -0.28 4.27 22.87
18 O 2.50 7.76 25.25
19 O -1.50 6.53 24.51
20 O 1.15 3.91 25.22
21 O 3.54 6.15 20.84
22 O 7.94 4.72 22.57
23 O 2.59 6.30 23.49
24 O -2.04 8.52 22.75
25 C 5.50 6.48 24.83
26 C 4.85 5.50 25.63
27 C 1.60 7.07 23.40
28 C 1.51 7.94 24.54
29 B 3.35 6.75 24.64
30 H -1.82 7.80 23.30
31 H 5.68 1.91 25.97
32 H 4.14 3.49 23.34
33 H 2.32 4.40 20.83
34 H -0.54 3.39 22.70
35 H -1.06 6.06 20.16
36 H 8.07 4.58 23.45
37 H 4.54 8.90 22.23
38 H -1.30 8.74 22.24
39 H 4.13 2.62 24.61
40 H -0.68 6.85 24.94
41 H 5.25 9.55 21.12
42 H 2.16 8.57 19.28
43 H -0.27 4.64 21.96
44 H 0.22 6.23 21.08
45 H 7.65 7.39 22.18
46 H 0.53 4.12 24.53
47 H -1.58 5.67 24.96
48 H 4.59 5.12 21.87
49 H 7.60 3.88 25.65
50 H 2.00 3.88 24.79
51 H 8.21 2.72 24.82
52 H 8.20 5.60 22.51
53 H 1.86 7.28 19.91
54 H 3.82 7.04 20.97
55 H 6.03 4.77 22.51
56 H 1.62 3.87 22.06
57 H 7.78 7.38 23.66
58 H 3.56 6.00 19.89
59 H 3.51 9.82 24.33
60 H 2.64 10.15 23.15
61 H 4.46 1.71 26.84

Calculated values
2S+1: 1
ΔE to the lowest compared entry with this formula, charge and spin in kJ/mol: 266.7
Largest force on an atom in eV/A: 6.14
M in g/mol: 475.1
E in eV: -54492.036
Total charge: -1
Lowest unoccupied orbital energy in eV: 1.982



Entry 3:
Computed, not measured: 11 unconnected molecules or ions with the total composition C4H32N3O10, with ωB97M-V/def2-TZVPD.

Cartesian coordinates (Å):
1 O -0.31 3.73 2.82
2 O 3.98 0.46 -1.35
3 O 1.79 1.55 1.88
4 O 3.47 -2.75 -0.54
5 O 0.33 2.70 -2.24
6 O 0.20 4.60 -0.22
7 O -2.00 1.71 0.95
8 O 2.16 0.99 -3.46
9 O -4.31 -1.33 0.80
10 O -0.69 0.51 3.27
11 N 0.93 -2.39 1.71
12 N -0.97 -2.43 0.37
13 N -2.50 -1.06 -1.18
14 C -0.35 -3.23 -0.67
15 C -1.34 -1.39 -2.17
16 C -1.02 -2.82 -2.03
17 C -0.39 -2.14 1.46
18 H 4.44 1.29 -1.19
19 H 3.35 0.71 -2.18
20 H 0.63 -2.91 -0.83
21 H 0.77 2.28 -1.41
22 H 1.52 -2.50 0.86
23 H 0.22 4.41 3.32
24 H -1.89 -3.44 -2.17
25 H -1.83 0.97 1.44
26 H -1.50 -1.10 -3.21
27 H 2.64 1.84 -3.79
28 H 3.37 -1.79 -0.87
29 H 2.58 1.64 2.31
30 H -0.74 0.53 4.31
31 H 1.06 4.78 0.09
32 H -0.04 3.43 -1.88
33 H -0.12 4.40 0.73
34 H -3.33 -1.73 -1.21
35 H 1.74 0.64 1.68
36 H -5.18 -1.28 1.16
37 H 1.35 -2.31 2.61
38 H 0.14 0.92 2.89
39 H -0.91 -1.92 2.33
40 H 1.25 1.23 -3.09
41 H 4.33 -2.89 -0.20
42 H -0.47 -0.81 -1.86
43 H -2.14 -0.94 -0.25
44 H -0.31 -3.04 -2.90
45 H -1.25 3.78 3.25
46 H -0.34 -4.35 -0.58
47 H -1.82 2.51 1.14
48 H -2.74 -0.13 -1.49
49 H -3.77 -0.90 1.59

Calculated values
2S+1: 1
ΔE to the lowest compared entry with this formula, charge and spin in kJ/mol: 474.9
Largest force on an atom in eV/A: 9.62
M in g/mol: 282.3
E in eV: -29604.609
Total charge: +1
Lowest unoccupied orbital energy in eV: -2.511



Entry 4:
Computed, not measured: a molecular structure, C4H32NO12, with ωB97M-V/def2-TZVPD.

Cartesian coordinates (Å):
1 O -1.28 2.38 2.01
2 O 3.32 -0.89 2.43
3 O 2.80 0.74 0.07
4 O 0.55 3.56 -0.78
5 O 3.17 -1.89 -0.70
6 O -3.75 0.65 -0.91
7 O 1.11 1.10 2.63
8 O -2.92 3.06 -0.03
9 O -1.00 -1.13 1.23
10 O -3.27 0.07 2.74
11 O 2.07 -2.64 -2.86
12 O 1.41 -2.20 0.94
13 N -0.94 -2.35 -1.81
14 C 0.73 0.59 -2.55
15 C -0.69 0.09 -2.36
16 C -1.44 -0.57 -0.05
17 C -0.66 -1.05 -1.27
18 H -1.24 -0.41 -3.19
19 H -0.51 -3.01 -1.18
20 H 2.52 -0.50 2.86
21 H 2.58 -2.03 -2.26
22 H -2.53 -1.10 -0.22
23 H 0.41 2.81 -0.33
24 H -2.55 3.43 -0.83
25 H 1.36 -2.73 -2.12
26 H 0.41 0.66 3.16
27 H -1.52 0.46 0.10
28 H 0.84 1.66 -2.76
29 H -3.23 1.43 -0.98
30 H -0.45 1.96 2.14
31 H 2.31 -2.06 0.01
32 H 2.97 -1.44 1.83
33 H 3.03 -0.04 -0.06
34 H 1.38 0.58 1.97
35 H 3.84 -2.42 -0.31
36 H 0.37 -1.14 -0.92
37 H -1.89 -2.52 -2.05
38 H 1.52 -2.86 1.50
39 H 1.15 0.07 -3.32
40 H -2.05 2.79 0.50
41 H -1.29 0.92 -2.00
42 H -3.74 0.60 2.20
43 H -2.90 -0.65 2.16
44 H -3.74 0.24 -1.89
45 H 1.20 0.29 -1.50
46 H -0.10 -1.82 1.21
47 H 3.46 0.97 0.70
48 H -2.00 1.72 2.21
49 H 1.50 3.75 -0.81

Calculated values
2S+1: 1
ΔE to the lowest compared entry with this formula, charge and spin in kJ/mol: 477.5
Largest force on an atom in eV/A: 12.81
M in g/mol: 286.3
E in eV: -30726.069
Total charge: -1
Lowest unoccupied orbital energy in eV: 2.901



Entry 5:
Computed, not measured: 13 unconnected molecules or ions with the total composition C4H32NO13S, with ωB97M-V/def2-TZVPD.

Cartesian coordinates (Å):
1 S 1.06 3.05 -1.96
2 O 1.73 4.81 1.07
3 O -1.24 3.04 -3.88
4 O -3.81 -1.20 -1.95
5 O -0.84 -1.56 -2.18
6 O -0.22 0.37 -3.93
7 O 3.34 -0.40 0.62
8 O -1.01 0.93 3.96
9 O -0.85 -1.61 1.37
10 O 2.06 -1.49 -1.31
11 O 1.47 -4.19 1.99
12 O 2.16 -1.17 2.74
13 O -1.95 -3.05 3.30
14 O 0.13 -3.35 -0.68
15 N -0.90 0.19 0.15
16 C 0.72 1.55 -1.01
17 C -0.58 -0.39 1.32
18 C -0.67 1.54 -0.34
19 C -0.96 2.52 0.71
20 H -1.24 -0.51 -0.58
21 H 3.93 0.31 0.30
22 H -0.37 3.45 0.62
23 H 0.89 0.62 -1.59
24 H -0.47 -2.84 -1.32
25 H -1.04 2.14 1.75
26 H 1.18 4.35 0.41
27 H -1.45 1.63 -1.16
28 H -1.95 2.60 -3.39
29 H -0.40 -3.29 0.14
30 H -0.54 1.24 -4.19
31 H 2.87 -0.69 3.17
32 H -3.54 -0.87 -1.08
33 H -0.17 -1.00 -2.66
34 H -1.95 3.01 0.66
35 H -0.81 1.16 4.85
36 H -0.26 0.16 2.23
37 H -1.85 -2.13 3.61
38 H 1.17 -1.66 -0.78
39 H 2.46 -2.36 -1.30
40 H -1.23 -0.04 3.86
41 H 1.85 -4.36 1.07
42 H -1.51 -3.28 2.50
43 H -4.32 -0.53 -2.40
44 H 3.15 -0.92 -0.22
45 H -0.44 3.20 -3.31
46 H 1.49 -3.24 2.06
47 H 2.04 -0.98 1.82
48 H 2.49 4.24 1.13
49 H 1.44 1.68 -0.23
50 H -1.61 -1.07 -2.55
51 H 0.55 0.43 -3.41

Calculated values
2S+1: 1
ΔE to the lowest compared entry with this formula, charge and spin in kJ/mol: 216.5
Largest force on an atom in eV/A: 3.14
M in g/mol: 334.4
E in eV: -43611.603
Total charge: -1
Lowest unoccupied orbital energy in eV: 2.301



Entry 6:
Computed, not measured: 12 unconnected molecules or ions with the total composition C4H33NO12S2, with ωB97M-V/def2-TZVPD.

Cartesian coordinates (Å):
1 S 1.46 0.21 -3.10
2 S 0.18 -0.53 -1.68
3 O 1.07 4.16 -0.13
4 O -3.05 -2.27 3.02
5 O 1.48 -4.30 -2.63
6 O 4.78 -1.53 -1.50
7 O -1.10 3.54 -1.57
8 O -4.19 -0.21 0.94
9 O -3.06 -1.06 -1.85
10 O -0.96 -0.62 3.25
11 O 2.13 -3.65 2.14
12 O -1.09 2.01 1.86
13 O -2.64 1.45 -0.74
14 O 3.54 2.96 -0.26
15 N -1.02 -2.00 0.50
16 C 0.18 -0.96 2.41
17 C 1.54 2.00 -3.02
18 C -0.31 -0.84 0.97
19 C 0.85 -0.53 0.05
20 H 0.35 -1.99 2.75
21 H -3.60 -0.46 1.66
22 H 0.90 -3.68 -2.16
23 H -1.76 -2.29 1.14
24 H -0.41 -2.79 0.30
25 H 4.64 -1.57 -0.55
26 H -2.99 0.72 -1.29
27 H 0.72 3.95 0.73
28 H 2.88 -3.38 1.61
29 H 3.89 3.63 -0.88
30 H 2.11 2.24 -2.11
31 H 2.11 -3.68 -3.01
32 H -3.18 -2.69 3.87
33 H -1.58 1.84 1.05
34 H -0.45 2.71 1.72
35 H 0.61 2.56 -2.96
36 H 2.08 2.41 -3.89
37 H -4.19 -0.95 0.32
38 H 2.66 3.33 -0.04
39 H 0.89 -0.18 2.69
40 H 1.47 0.35 0.21
41 H -3.12 1.31 0.09
42 H -1.01 0.03 0.96
43 H -1.43 3.84 -2.43
44 H 4.63 -0.60 -1.70
45 H 2.42 -4.23 2.85
46 H -1.26 0.29 3.06
47 H 1.53 -1.44 0.15
48 H -2.45 -1.50 -1.22
49 H -2.29 -1.66 3.09
50 H -1.83 2.94 -1.29
51 H -2.47 -0.93 -2.61
52 H 0.31 4.06 -0.75

Calculated values
SMILES string: CSSC[C@@H](N)CO.O.O.O.O.O.O.O.O.O.O.O
2S+1: 1
ΔE to the lowest compared entry with this formula, charge and spin in kJ/mol: 0.0
Largest force on an atom in eV/A: 2.50
M in g/mol: 351.4
E in eV: -52414.725
Lowest unoccupied orbital energy in eV: 0.085